[1]
Entry from OMol25: 21 unconnected molecules or ions with the total composition C3H52B2NO25P in a non-equilibrium geometry (ωB97M-V/def2-TZVPD).

- Total charge: 0
- DFT total energy: -2472.40983 Ha
- HOMO level: -9.502 eV
- Largest force on an atom: 3.28 eV Å⁻¹
- Lowest unoccupied orbital energy: -0.0312 hartree
- Kohn-Sham gap: 8.654 eV

Geometry (Å):
C (-0.24, -0.93, 0.67)
C (1.00, -0.54, -0.08)
O (1.11, -1.10, -1.40)
C (0.95, 0.96, -0.23)
B (1.76, 1.78, 0.80)
B (1.08, 3.24, 1.36)
N (0.85, 4.32, 0.40)
O (0.71, 3.46, 2.62)
P (3.51, 1.27, 1.42)
O (4.48, 1.46, 0.39)
O (3.60, -0.21, 2.02)
O (3.93, 2.22, 2.65)
H (-1.06, -0.53, 0.15)
H (-0.20, -0.46, 1.60)
H (-0.31, -1.97, 0.78)
H (1.85, -0.89, 0.45)
H (1.91, -1.61, -1.40)
H (1.25, 1.28, -1.19)
H (-0.06, 1.25, -0.11)
H (-0.02, 4.17, -0.09)
H (1.54, 4.29, -0.33)
H (1.38, 3.21, 3.23)
H (3.38, -0.21, 2.95)
H (3.46, 1.92, 3.42)
O (2.48, 7.11, 0.38)
H (1.92, 7.87, 0.57)
H (1.91, 6.36, 0.57)
O (-0.30, -3.63, -1.99)
H (0.38, -4.11, -1.49)
H (0.06, -2.72, -2.04)
O (-1.41, 6.64, -0.09)
H (-0.73, 6.10, 0.34)
H (-0.97, 7.49, -0.21)
O (-2.52, -5.42, -3.04)
H (-2.21, -6.33, -3.05)
H (-1.78, -4.93, -2.66)
O (-0.77, -2.97, 3.07)
H (-0.51, -3.85, 2.79)
H (-0.53, -2.93, 4.00)
O (-0.34, -6.24, -0.69)
H (-0.43, -6.72, -1.52)
H (-1.22, -6.27, -0.30)
O (-2.72, -2.87, 0.28)
H (-3.41, -2.21, 0.20)
H (-2.49, -3.09, -0.63)
O (-1.46, 7.56, 2.63)
H (-1.68, 7.10, 1.81)
H (-2.30, 7.63, 3.11)
O (0.36, -2.74, -5.02)
H (0.17, -2.91, -4.09)
H (-0.12, -1.93, -5.22)
O (0.86, 7.30, -1.90)
H (1.74, 7.46, -2.24)
H (0.43, 6.77, -2.58)
O (-3.13, -6.61, -0.22)
H (-2.93, -6.23, -1.08)
H (-3.46, -5.85, 0.26)
O (5.15, 4.40, 0.80)
H (5.18, 3.43, 0.78)
H (5.97, 4.67, 1.21)
O (-0.61, -9.06, -1.33)
H (-0.18, -9.87, -1.63)
H (-0.37, -8.98, -0.40)
O (3.18, -3.49, -1.75)
H (3.61, -3.94, -1.02)
H (3.88, -3.37, -2.40)
O (1.88, 9.48, -3.44)
H (2.16, 10.39, -3.30)
H (1.16, 9.35, -2.82)
O (-3.45, -2.98, 4.28)
H (-2.52, -2.90, 4.04)
H (-3.82, -3.46, 3.55)
O (-5.51, -2.38, -0.59)
H (-5.72, -2.80, -1.43)
H (-6.37, -2.20, -0.19)
O (3.54, -4.74, -4.53)
H (2.79, -4.13, -4.57)
H (3.78, -4.88, -5.44)
O (-2.59, -5.68, 3.20)
H (-3.12, -5.31, 2.49)
H (-3.20, -6.23, 3.70)
O (-4.15, 7.90, 3.58)
H (-4.81, 8.23, 2.97)
H (-4.64, 7.35, 4.19)

Löwdin population analysis, charges in e, atoms 1 to 6: C -0.029; C -0.413; O -0.033; C -0.106; B -0.096; B -0.550



[2]
Entry from OMol25: a molecular structure, C3H5AgLiO3 in a non-equilibrium geometry (ωB97M-V/def2-TZVPD).

- Total charge: +3
- DFT total energy: -496.07969 Ha
- HOMO level (spin up / spin down): -23.713 / -23.684 eV
- Largest force on an atom: 3.95 eV Å⁻¹
- Lowest unoccupied orbital energy (spin up / spin down): -0.5518 / -0.7281 hartree
- Multiplicity: 3
- Kohn-Sham gap (spin up / spin down): 8.699 / 3.871 eV

Geometry (Å):
H (0.30, 0.03, 0.90)
O (0.99, 0.70, 0.05)
C (1.28, -0.57, -0.61)
C (0.71, -1.49, 0.50)
C (-3.32, 1.05, 0.14)
O (-2.24, 1.13, -0.29)
O (-4.40, 0.97, 0.54)
Ag (2.51, 1.91, 0.74)
Li (-0.62, 1.66, -1.23)
H (2.37, -0.73, -0.70)
H (0.66, -0.66, -1.51)
H (1.34, -1.52, 1.39)
H (0.43, -2.47, 0.09)

Löwdin population analysis, charges in e, atoms 1 to 6: H 0.283; O -0.238; C -0.135; C 0.196; C -0.331; O 0.069



[3]
Entry from OMol25: a molecular structure, C3H5AlO4 in a non-equilibrium geometry (ωB97M-V/def2-TZVPD).

- Relative energy (zero: lowest compared OMol25 entry of this formula, charge and spin): 0.0 kcal/mol
- Total charge: +1
- DFT total energy: -660.45224 Ha
- HOMO level (spin up / spin down): -14.921 / -15.625 eV
- Largest force on an atom: 2.78 eV Å⁻¹
- Lowest unoccupied orbital energy (spin up / spin down): -0.1844 / -0.2930 hartree
- Multiplicity: 2
- Kohn-Sham gap (spin up / spin down): 9.904 / 7.652 eV

Geometry (Å):
C (2.88, 1.68, -1.40)
O (1.74, 0.87, -1.29)
C (0.49, 1.57, -1.02)
O (-0.48, 0.68, -1.34)
Al (0.67, -0.59, -1.98)
H (3.75, 1.03, -1.56)
H (2.79, 2.38, -2.25)
H (3.04, 2.26, -0.47)
H (0.47, 2.47, -1.66)
H (0.50, 1.86, 0.05)
O (-2.64, -0.97, -0.66)
C (-2.69, 0.17, -0.38)
O (-2.87, 1.18, 0.16)

Löwdin population analysis, charges in e, atoms 1 to 6: C -0.020; O -0.258; C -0.289; O -0.182; Al 1.088; H 0.118



[4]
Entry from OMol25: a molecular structure, C3H5AuLiO3 in a non-equilibrium geometry (ωB97M-V/def2-TZVPD).

- Relative energy (zero: lowest compared OMol25 entry of this formula, charge and spin): 65.5 kcal/mol
- Total charge: +2
- DFT total energy: -485.27063 Ha
- HOMO level (spin up / spin down): -16.133 / -20.155 eV
- Largest force on an atom: 15.51 eV Å⁻¹
- Lowest unoccupied orbital energy (spin up / spin down): -0.3297 / -0.4508 hartree
- Multiplicity: 4
- Kohn-Sham gap (spin up / spin down): 7.161 / 7.889 eV

Geometry (Å):
O (-1.51, 0.04, -0.16)
C (-0.58, 0.60, 0.57)
C (-0.95, -1.01, -0.97)
O (-0.71, 1.70, 1.11)
O (0.63, 0.30, 0.07)
C (0.56, -0.83, -0.82)
Au (-0.61, 3.35, 1.39)
H (-1.31, -0.88, -2.00)
H (-1.31, -1.97, -0.57)
H (1.10, -0.50, -1.71)
H (1.07, -1.68, -0.36)
Li (2.33, 0.79, 1.06)
H (1.30, 0.08, 2.40)

Löwdin population analysis, charges in e, atoms 1 to 6: O 0.160; C -0.505; C -0.008; O -0.287; O -0.089; C -0.033



[5]
Entry from OMol25: a single C3H5BO2 molecule in a non-equilibrium geometry (ωB97M-V/def2-TZVPD).

- Relative energy (zero: lowest compared OMol25 entry of this formula, charge and spin): 87.3 kcal/mol
- SMILES: C#CB(O)CO
- Total charge: 0
- DFT total energy: -292.55968 Ha
- HOMO level: -9.215 eV
- Largest force on an atom: 5.17 eV Å⁻¹
- Lowest unoccupied orbital energy: 0.0156 hartree
- Kohn-Sham gap: 9.639 eV

Geometry (Å):
C (1.35, 2.40, 1.49)
C (0.89, 1.46, 0.91)
B (-0.12, 0.26, 0.26)
O (-0.93, -0.30, 1.13)
C (-0.52, -0.73, -1.30)
O (-0.48, -2.03, -0.85)
H (1.87, 3.03, 2.14)
H (-1.42, -0.93, 0.72)
H (-1.50, -0.47, -1.72)
H (0.34, -0.40, -1.96)
H (0.50, -2.28, -0.82)

Löwdin population analysis, charges in e, atoms 1 to 6: C 0.059; C 0.003; B -0.291; O 0.169; C -0.201; O -0.113



[6]
Entry from OMol25: a single C3H5BO2 molecule in a non-equilibrium geometry (ωB97M-V/def2-TZVPD).

- Relative energy (zero: lowest compared OMol25 entry of this formula, charge and spin): 15.0 kcal/mol
- SMILES: C=C=CB(O)O
- Total charge: 0
- DFT total energy: -292.67498 Ha
- HOMO level: -9.816 eV
- Largest force on an atom: 5.63 eV Å⁻¹
- Lowest unoccupied orbital energy: 0.0196 hartree
- Kohn-Sham gap: 10.350 eV

Geometry (Å):
C (2.10, -0.01, 0.06)
C (0.85, 0.47, -0.08)
C (-0.42, 0.90, -0.13)
B (-1.72, 0.00, -0.05)
O (-2.89, 0.72, 0.04)
O (-1.70, -1.32, 0.01)
H (2.63, -0.35, -0.74)
H (2.53, 0.10, 0.97)
H (-0.44, 2.00, -0.33)
H (-3.62, 0.24, -0.13)
H (-0.79, -1.66, 0.32)

Löwdin population analysis, charges in e, atoms 1 to 6: C 0.036; C -0.077; C 0.025; B -0.705; O 0.186; O 0.189



[7]
Entry from OMol25: a molecular structure, C3H5BaO3 in a non-equilibrium geometry (ωB97M-V/def2-TZVPD).

- Relative energy (zero: lowest compared OMol25 entry of this formula, charge and spin): 0.0 kcal/mol
- Total charge: 0
- DFT total energy: -368.47911 Ha
- HOMO level (spin up / spin down): -5.544 / -8.426 eV
- Largest force on an atom: 2.39 eV Å⁻¹
- Lowest unoccupied orbital energy (spin up / spin down): -0.0164 / -0.0200 hartree
- Multiplicity: 2
- Kohn-Sham gap (spin up / spin down): 5.099 / 7.882 eV

Geometry (Å):
H (2.70, -5.17, 0.09)
O (1.92, -1.30, 0.03)
C (0.77, -1.57, -0.34)
C (2.45, -4.07, -0.02)
O (-0.17, -0.74, -0.57)
O (0.40, -2.85, -0.54)
C (0.98, -3.85, 0.29)
Ba (-0.29, 1.92, -1.57)
H (3.09, -3.58, 0.71)
H (2.66, -3.86, -1.08)
H (0.84, -3.56, 1.34)
H (0.39, -4.76, 0.08)

Löwdin population analysis, charges in e, atoms 1 to 6: H 0.082; O 0.000; C -0.826; C -0.099; O -0.297; O -0.039



[8]
Entry from OMol25: a molecular structure, C3H5BeO3 in a non-equilibrium geometry (ωB97M-V/def2-TZVPD).

- Relative energy (zero: lowest compared OMol25 entry of this formula, charge and spin): 150.1 kcal/mol
- Total charge: +2
- DFT total energy: -356.71294 Ha
- HOMO level (spin up / spin down): -20.640 / -21.982 eV
- Largest force on an atom: 5.48 eV Å⁻¹
- Lowest unoccupied orbital energy (spin up / spin down): -0.4825 / -0.4968 hartree
- Multiplicity: 2
- Kohn-Sham gap (spin up / spin down): 7.510 / 8.463 eV

Geometry (Å):
H (-0.12, 0.22, -1.61)
O (-1.01, -1.42, -1.45)
C (0.11, -0.84, -1.39)
H (0.56, -1.39, -0.22)
O (-2.13, -0.73, -1.07)
Be (-1.69, 0.11, 0.05)
O (-0.98, 0.20, 1.28)
C (0.32, 0.17, 1.42)
C (1.26, 0.91, 0.28)
H (0.58, 0.30, 2.49)
H (2.31, 0.68, 0.40)
H (0.79, 1.79, -0.16)

Löwdin population analysis, charges in e, atoms 1 to 6: H 0.124; O 0.032; C 0.197; H 0.297; O 0.031; Be 0.572



[9]
Entry from OMol25: a molecular structure, C3H5BiO3 in a non-equilibrium geometry (ωB97M-V/def2-TZVPD).

- Relative energy (zero: lowest compared OMol25 entry of this formula, charge and spin): 76.5 kcal/mol
- Total charge: +2
- DFT total energy: -556.74122 Ha
- HOMO level: -19.044 eV
- Largest force on an atom: 4.55 eV Å⁻¹
- Lowest unoccupied orbital energy: -0.4395 hartree
- Kohn-Sham gap: 7.086 eV

Geometry (Å):
H (0.60, -1.18, 2.44)
C (-1.51, -1.96, 0.24)
C (-1.75, -0.65, 0.23)
O (-0.68, 0.19, -0.14)
C (-0.87, 1.38, -0.68)
O (0.34, 1.91, -0.56)
H (-2.25, -2.61, 0.71)
H (-2.72, -0.15, 0.27)
H (0.48, 2.70, -1.10)
Bi (1.42, 0.40, 0.60)
O (1.44, -0.82, 2.02)
H (-0.65, -2.39, -0.28)

Löwdin population analysis, charges in e, atoms 1 to 6: H 0.098; C 0.131; C -0.118; O -0.279; C 0.006; O -0.146



[10]
Entry from OMol25: a gas-phase ion, C3H5Br2N3 (charge +2) in a non-equilibrium geometry (ωB97M-V/def2-TZVPD).

- Relative energy (zero: lowest compared OMol25 entry of this formula, charge and spin): 29.9 kcal/mol
- SMILES: [H]/N=C(Br)/[NH+]=C\[NH+]=C\Br
- Total charge: +2
- DFT total energy: -5428.84034 Ha
- HOMO level: -18.816 eV
- Largest force on an atom: 2.88 eV Å⁻¹
- Lowest unoccupied orbital energy: -0.4164 hartree
- Kohn-Sham gap: 7.485 eV

Geometry (Å):
H (-1.00, 2.17, -0.99)
N (-0.60, 1.35, -0.51)
C (0.39, 1.39, 0.22)
Br (1.55, 2.93, 0.74)
N (1.01, 0.22, 0.77)
C (0.91, -1.00, 0.25)
N (-0.20, -1.52, -0.33)
C (-1.43, -0.94, -0.13)
Br (-2.86, -1.18, -1.20)
H (1.98, 0.60, 1.15)
H (1.87, -1.50, 0.31)
H (-0.14, -2.27, -1.06)
H (-1.48, -0.25, 0.79)

Löwdin population analysis, charges in e, atoms 1 to 6: H 0.145; N 0.160; C -0.699; Br 0.863; N 0.083; C 0.031